<one>
{
  "formula": "C5H8O5",
  "method": "ωB97M-V/def2-TZVPD",
  "lumo_ev": -0.16,
  "smiles": "C=C(O)C(=O)[C@@H](O)C(O)O",
  "gap_ev": 9.2,
  "species": ["C", "C", "O", "C", "O", "C", "O", "C", "O", "O", "H", "H", "H", "H", "H", "H", "H", "H"],
  "xyz": [[-1.756, -2.644, -0.400], [-0.914, -1.815, 0.229], [-0.534, -2.102, 1.501], [-0.565, -0.504, -0.382], [-0.980, -0.195, -1.482], [0.328, 0.465, 0.382], [1.358, -0.237, 1.010], [0.887, 1.556, -0.471], [1.705, 2.336, 0.401], [-0.108, 2.420, -0.967], [-2.109, -2.388, -1.397], [-2.058, -3.572, 0.092], [0.219, -1.523, 1.745], [-0.279, 0.937, 1.168], [1.945, 0.373, 1.516], [1.468, 1.188, -1.311], [2.015, 3.073, -0.139], [-0.615, 1.788, -1.524]],
  "lowdin_charge": [0.123, -0.324, 0.042, -0.242, 0.104, -0.260, -0.008, -0.410, 0.013, 0.017, 0.078, 0.085, 0.090, 0.185, 0.140, 0.165, 0.109, 0.094]
}

---

<two>
{
  "formula": "C5H8O5",
  "method": "ωB97M-V/def2-TZVPD",
  "lumo_ev": 0.41,
  "smiles": "O=CO[C@H]1CC(=O)CO1.O",
  "gap_ev": 10.8,
  "species": ["O", "C", "O", "C", "C", "C", "O", "C", "O", "H", "H", "H", "H", "H", "H", "O", "H", "H"],
  "xyz": [[3.078, 0.107, -1.770], [2.424, -0.300, -0.850], [1.373, 0.422, -0.352], [0.907, 0.170, 0.972], [-0.119, 1.232, 1.333], [-1.429, 0.599, 0.913], [-2.467, 1.160, 0.669], [-1.143, -0.871, 0.659], [0.218, -1.049, 1.025], [2.761, -1.114, -0.180], [1.767, 0.098, 1.648], [-0.147, 1.374, 2.424], [0.054, 2.203, 0.857], [-1.780, -1.516, 1.276], [-1.298, -1.108, -0.406], [-1.338, -0.495, -3.131], [-1.056, 0.224, -2.502], [-1.805, -1.136, -2.586]],
  "lowdin_charge": [0.104, -0.295, 0.019, -0.346, 0.000, -0.352, 0.118, -0.077, -0.053, 0.155, 0.167, 0.147, 0.145, 0.146, 0.120, -0.070, 0.054, 0.016]
}

---

Which structure wins on stability? <two> wins.

---

<one>
{
  "formula": "C2H2O2P",
  "method": "ωB97M-V/def2-TZVPD",
  "lumo_ev": 4.04,
  "smiles": "O=P1([O-])C=C1",
  "total_charge": -1,
  "gap_ev": 8.3,
  "species": ["O", "P", "O", "C", "C", "H", "H"],
  "xyz": [[0.218, -2.799, 0.519], [1.151, -1.730, 0.148], [2.574, -2.144, 0.086], [0.396, -0.332, -0.899], [0.648, -0.198, 0.799], [-0.544, 0.125, -1.175], [-0.126, 0.137, 1.355]],
  "lowdin_charge": [-0.397, 0.120, -0.417, -0.085, -0.133, -0.039, -0.050]
}

---

<two>
{
  "formula": "C2H2O2P",
  "method": "ωB97M-V/def2-TZVPD",
  "lumo_ev": 4.10,
  "smiles": "O=C=CP[O-]",
  "total_charge": -1,
  "gap_ev": 6.8,
  "species": ["O", "C", "C", "P", "O", "H", "H"],
  "xyz": [[2.860, -0.460, 0.366], [1.791, -0.256, -0.086], [0.650, -0.078, -0.622], [-0.996, -0.448, 0.312], [-1.564, -1.622, -0.410], [0.160, -0.067, -1.532], [-0.440, -1.126, 1.445]],
  "lowdin_charge": [0.043, -0.391, -0.314, 0.464, -0.682, 0.001, -0.122]
}

---

Which structure wins on stability? <two> wins.

---

<one>
{
  "formula": "C26H25N3O3",
  "method": "ωB97M-V/def2-TZVPD",
  "lumo_ev": -0.92,
  "gap_ev": 6.7,
  "species": ["C", "C", "O", "C", "C", "C", "C", "C", "C", "N", "O", "O", "H", "H", "H", "H", "H", "H", "C", "N", "C", "C", "C", "C", "C", "C", "C", "C", "C", "C", "C", "C", "C", "N", "C", "C", "C", "C", "H", "H", "H", "H", "H", "H", "H", "H", "H", "H", "H", "H", "H", "H", "H", "H", "H", "H", "H"],
  "xyz": [[-1.004, 0.613, -1.370], [0.037, 0.188, -2.383], [1.200, 0.586, -2.294], [-0.368, -0.609, -3.548], [-1.602, -0.288, -4.195], [-2.113, -1.141, -5.242], [-1.305, -2.170, -5.696], [0.005, -2.364, -5.186], [0.480, -1.550, -4.147], [-2.294, 0.050, -1.620], [-3.215, 0.390, -0.856], [-2.627, -0.650, -2.638], [-1.136, 1.745, -1.603], [-1.908, 0.762, -4.166], [-3.119, -0.915, -5.633], [-1.723, -2.851, -6.437], [0.653, -3.153, -5.607], [1.498, -1.667, -3.752], [5.922, -0.046, -0.330], [5.084, 0.027, 0.852], [5.696, -0.549, 2.036], [3.712, 0.234, 0.744], [2.803, -0.812, 1.093], [1.428, -0.607, 0.889], [0.939, 0.623, 0.438], [-0.578, 0.830, 0.197], [-1.377, 0.513, 1.411], [-2.711, 0.992, 1.695], [-3.510, 1.982, 1.117], [-4.756, 2.241, 1.721], [-5.193, 1.531, 2.851], [-4.345, 0.607, 3.462], [-3.125, 0.350, 2.883], [-2.063, -0.390, 3.371], [-2.121, -1.189, 4.567], [-0.996, -0.296, 2.502], [1.830, 1.691, 0.262], [3.200, 1.470, 0.278], [5.386, 0.298, -1.224], [6.823, 0.567, -0.186], [6.254, -1.086, -0.498], [5.059, -0.397, 2.914], [5.892, -1.625, 1.910], [6.661, -0.055, 2.216], [3.176, -1.745, 1.560], [0.738, -1.468, 1.021], [-0.781, 1.928, 0.032], [-3.138, 2.589, 0.284], [-5.388, 3.007, 1.260], [-6.195, 1.717, 3.222], [-4.632, 0.059, 4.331], [-3.146, -1.184, 4.943], [-1.816, -2.205, 4.313], [-1.445, -0.827, 5.347], [-0.031, -0.717, 2.817], [1.415, 2.655, -0.014], [3.871, 2.311, 0.087]],
  "lowdin_charge": [-0.057, -0.277, 0.104, -0.160, -0.095, -0.067, -0.095, -0.092, -0.022, -0.214, 0.093, 0.045, 0.203, 0.134, 0.110, 0.101, 0.100, 0.122, -0.076, -0.244, -0.087, -0.249, 0.005, -0.064, -0.206, -0.107, -0.112, -0.142, -0.042, -0.084, -0.086, -0.023, -0.178, -0.107, -0.018, 0.018, -0.039, -0.003, 0.091, 0.081, 0.083, 0.090, 0.080, 0.083, 0.117, 0.122, 0.133, 0.112, 0.100, 0.098, 0.089, 0.079, 0.093, 0.095, 0.128, 0.118, 0.119]
}

---

<two>
{
  "formula": "C26H25N3O3",
  "method": "ωB97M-V/def2-TZVPD",
  "lumo_ev": 0.20,
  "smiles": "Cc1ccc(C(=O)N/C(=C/c2ccco2)C(=O)NCCc2c[nH]c3ccccc23)cc1C",
  "gap_ev": 7.9,
  "species": ["C", "C", "C", "C", "C", "C", "O", "N", "C", "C", "C", "C", "C", "C", "O", "C", "O", "N", "C", "C", "C", "C", "N", "C", "C", "C", "C", "C", "C", "C", "C", "C", "H", "H", "H", "H", "H", "H", "H", "H", "H", "H", "H", "H", "H", "H", "H", "H", "H", "H", "H", "H", "H", "H", "H", "H", "H"],
  "xyz": [[-6.187, -4.865, 2.466], [-5.076, -3.869, 2.340], [-4.202, -3.927, 1.263], [-3.174, -3.015, 1.113], [-3.002, -2.013, 2.063], [-1.923, -0.988, 2.002], [-1.495, -0.443, 3.004], [-1.496, -0.714, 0.738], [-0.537, 0.173, 0.264], [0.212, 0.906, 1.122], [1.239, 1.892, 0.992], [2.033, 2.367, 2.015], [2.875, 3.352, 1.458], [2.542, 3.432, 0.142], [1.561, 2.557, -0.151], [-0.484, 0.019, -1.233], [-1.140, -0.878, -1.756], [0.270, 0.875, -1.929], [0.608, 0.661, -3.315], [1.932, -0.117, -3.434], [3.000, 0.519, -2.606], [3.418, 0.122, -1.370], [4.375, 0.977, -0.894], [4.589, 1.958, -1.818], [5.447, 3.050, -1.792], [5.436, 3.895, -2.881], [4.597, 3.660, -3.975], [3.748, 2.577, -4.007], [3.733, 1.706, -2.917], [-3.863, -1.968, 3.156], [-4.900, -2.872, 3.306], [-5.815, -2.781, 4.488], [-6.179, -5.561, 1.632], [-7.152, -4.360, 2.489], [-6.090, -5.431, 3.392], [-4.327, -4.706, 0.524], [-2.505, -3.114, 0.271], [-1.920, -1.218, -0.044], [0.000, 0.712, 2.167], [2.009, 2.040, 3.034], [3.619, 3.929, 1.967], [2.907, 4.039, -0.662], [0.834, 1.549, -1.437], [-0.201, 0.094, -3.779], [0.698, 1.637, -3.797], [2.230, -0.148, -4.483], [1.768, -1.139, -3.087], [3.099, -0.722, -0.787], [4.839, 0.897, -0.006], [6.094, 3.231, -0.946], [6.089, 4.755, -2.895], [4.622, 4.347, -4.808], [3.106, 2.403, -4.858], [-3.703, -1.195, 3.894], [-5.788, -3.704, 5.066], [-6.844, -2.624, 4.165], [-5.525, -1.957, 5.134]],
  "lowdin_charge": [-0.046, -0.233, -0.034, -0.021, -0.128, -0.404, 0.068, 0.128, -0.105, 0.064, -0.255, -0.010, -0.055, -0.109, 0.003, -0.407, 0.048, 0.097, -0.150, -0.113, -0.195, -0.045, 0.096, -0.236, -0.034, -0.101, -0.100, -0.026, -0.133, 0.026, -0.224, -0.044, 0.076, 0.084, 0.084, 0.110, 0.113, 0.112, 0.108, 0.115, 0.103, 0.126, 0.101, 0.120, 0.121, 0.117, 0.119, 0.130, 0.159, 0.109, 0.098, 0.097, 0.108, 0.121, 0.083, 0.084, 0.078]
}

---

Which structure wins on stability? <two> wins.

---

<one>
{
  "formula": "C2H4FN3",
  "method": "ωB97M-V/def2-TZVPD",
  "lumo_ev": [-1.48, -1.48],
  "gap_ev": [8.0, 8.0],
  "species": ["C", "C", "N", "N", "N", "F", "H", "H", "H", "H"],
  "xyz": [[0.552, 0.567, -0.108], [0.144, -0.704, -0.582], [-0.562, -1.368, 0.347], [-0.676, -0.581, 1.330], [-0.022, 0.506, 1.135], [-1.747, -0.313, -1.767], [1.715, 0.528, 0.029], [0.225, 1.252, -0.795], [0.594, -1.132, -1.433], [-0.224, 1.244, 1.843]],
  "lowdin_charge": [-0.165, -0.076, 0.059, 0.061, -0.002, -0.508, 0.198, 0.122, 0.119, 0.192]
}

---

<two>
{
  "formula": "C2H4FN3",
  "method": "ωB97M-V/def2-TZVPD",
  "lumo_ev": 0.79,
  "smiles": "F[C@H]1CNN=N1",
  "gap_ev": 10.7,
  "species": ["F", "C", "C", "N", "N", "N", "H", "H", "H", "H"],
  "xyz": [[0.071, -1.625, 2.025], [-0.439, -1.192, 0.761], [0.261, 0.155, 0.142], [0.381, -0.272, -1.293], [0.237, -1.598, -1.333], [-0.106, -2.150, -0.296], [-1.616, -1.108, 0.965], [-0.235, 1.068, 0.281], [1.239, 0.432, 0.470], [1.207, 0.164, -1.777]],
  "lowdin_charge": [-0.056, -0.264, -0.081, -0.056, -0.060, 0.021, 0.175, 0.077, 0.093, 0.150]
}

---

Which structure wins on stability? <two> wins.

---

<one>
{
  "formula": "C4H8OS",
  "method": "ωB97M-V/def2-TZVPD",
  "lumo_ev": 0.85,
  "smiles": "C[C@@H]1O[C@@H]1CS",
  "gap_ev": 10.0,
  "species": ["C", "C", "O", "C", "C", "S", "H", "H", "H", "H", "H", "H", "H", "H"],
  "xyz": [[-1.909, -0.515, 0.630], [-0.556, -0.040, 1.054], [-0.146, 1.320, 0.600], [0.669, 0.132, 0.284], [1.129, -0.324, -1.107], [2.389, 0.815, -1.566], [-2.455, 0.251, 0.903], [-2.288, -1.543, 1.022], [-1.514, -0.506, -0.528], [-0.457, -0.076, 2.135], [1.481, 0.170, 1.069], [0.331, -0.457, -1.918], [1.919, -1.125, -1.060], [1.408, 1.898, -1.518]],
  "lowdin_charge": [-0.020, -0.339, -0.058, -0.372, -0.571, 0.692, 0.011, 0.122, 0.135, 0.131, 0.146, 0.103, 0.063, -0.044]
}

---

<two>
{
  "formula": "C4H8OS",
  "method": "ωB97M-V/def2-TZVPD",
  "lumo_ev": 0.70,
  "smiles": "C=C[C@H](C)SO",
  "gap_ev": 9.5,
  "species": ["C", "C", "C", "C", "S", "O", "H", "H", "H", "H", "H", "H", "H", "H"],
  "xyz": [[-0.841, -0.511, 1.797], [0.033, 0.063, 0.927], [0.149, -0.141, -0.516], [1.481, -0.690, -1.058], [-0.105, 1.498, -1.349], [-1.397, 1.955, -0.448], [-0.907, -0.310, 2.830], [-1.529, -1.251, 1.591], [0.867, 0.562, 1.484], [-0.812, -0.681, -0.791], [2.435, -0.381, -0.390], [1.466, -0.092, -2.027], [1.357, -1.817, -1.198], [-2.198, 1.796, -0.850]],
  "lowdin_charge": [0.029, -0.240, -0.671, -0.127, 0.883, -0.439, 0.039, 0.026, 0.120, 0.123, 0.129, 0.037, 0.095, -0.005]
}

---

Which structure wins on stability? <two> wins.

---

<one>
{
  "formula": "CN2O2S2",
  "method": "ωB97M-V/def2-TZVPD",
  "lumo_ev": [-4.57, -4.57],
  "gap_ev": [4.9, 4.9],
  "species": ["C", "N", "N", "O", "O", "S", "S"],
  "xyz": [[-2.507, 0.254, -0.007], [-1.353, 0.079, -0.173], [1.983, -0.192, 0.192], [3.145, 0.073, 0.324], [1.341, -1.193, 0.070], [-4.122, 0.127, 0.026], [0.957, 1.241, -0.255]],
  "lowdin_charge": [-0.898, 0.004, -0.751, 0.047, 0.028, 0.680, 0.892]
}

---

<two>
{
  "formula": "CN2O2S2",
  "method": "ωB97M-V/def2-TZVPD",
  "lumo_ev": -1.55,
  "smiles": "N#CSS[N+](=O)[O-]",
  "gap_ev": 8.7,
  "species": ["N", "C", "S", "S", "N", "O", "O"],
  "xyz": [[2.440, 1.233, 0.772], [1.959, 0.276, 0.374], [1.315, -0.976, -0.519], [-0.406, -1.516, 0.303], [-1.547, 0.117, -0.258], [-1.827, 0.234, -1.392], [-1.934, 0.631, 0.720]],
  "lowdin_charge": [0.115, -0.709, 0.512, 0.525, -0.576, 0.078, 0.054]
}

---

Which structure wins on stability? <two> wins.